Record 1
ORCA calculation (wB97M-V/def2-TZVPD) on C3H6N4O as an isolated structure.

## Properties
**HOMO energy**: -9.41 eV
**E_LUMO**: 0.20 eV
**Strongest force on any atom**: 8.32 eV/Å
**ΔE to the lowest compared entry with this formula, charge and spin**: 491.77 kJ/mol
**HOMO-LUMO gap**: 9.61 eV

CARTESIAN COORDINATES (ANGSTROEM)
C: 0.3717 0.6321 -1.0413
C: 0.7618 -0.5303 -0.3495
C: -0.8057 -0.8332 1.6257
H: 0.9777 2.2901 -1.9975
H: 1.4662 0.3451 -2.7597
H: -1.2896 1.2892 0.0093
H: 1.0735 -1.7269 1.1311
H: -1.1050 -2.0244 2.1648
H: -2.5539 0.0697 2.3352
N: 1.3255 1.2058 -1.8687
N: -0.7182 1.3283 -1.0053
N: 0.3780 -0.9623 0.7919
N: -1.4539 0.2126 1.8326
O: 1.5720 -1.2958 -0.8686



Record 2
ORCA calculation (wB97M-V/def2-TZVPD) on C3H6N4O as an isolated structure.

## Properties
**HOMO energy**: -8.13 eV
**E_LUMO**: 0.74 eV
**Strongest force on any atom**: 7.41 eV/Å
**ΔE to the lowest compared entry with this formula, charge and spin**: 560.00 kJ/mol
**HOMO-LUMO gap**: 8.87 eV

CARTESIAN COORDINATES (ANGSTROEM)
C: 1.1623 0.0687 -0.2660
C: -1.5689 -0.1211 -0.1104
C: -0.4196 -1.0580 0.3608
H: 3.0027 -0.5738 -0.6501
H: 3.1976 1.0380 -0.0890
H: -1.5014 2.1612 -0.0886
H: -3.0227 0.5088 -0.6301
H: -0.7754 -2.2669 0.7312
H: 0.0875 -0.7102 1.5982
N: 2.5316 0.1325 -0.0361
N: 0.4040 1.0635 0.0108
N: -0.9897 1.1839 0.0097
N: -2.8053 -0.3205 -0.3227
O: 0.6973 -1.1062 -0.5178



Record 3
ORCA calculation (wB97M-V/def2-TZVPD) on C3H6N4O in the gas phase.

## Properties
**SMILES**: [H]/N=C\N/C=N\C=N\O
**HOMO energy**: -9.10 eV
**E_LUMO**: 0.31 eV
**Strongest force on any atom**: 4.69 eV/Å
**ΔE to the lowest compared entry with this formula, charge and spin**: 414.83 kJ/mol
**HOMO-LUMO gap**: 9.41 eV

CARTESIAN COORDINATES (ANGSTROEM)
H: 0.0903 0.8694 -0.9500
N: 0.5202 1.6591 -0.5051
C: 1.6174 1.2257 0.1133
N: 2.0863 -0.0894 0.3197
C: 1.3358 -1.2298 -0.0725
N: 0.0830 -1.4316 -0.2194
C: -0.8326 -0.5394 0.2668
N: -1.9160 -0.4385 -0.3453
O: -2.6974 0.5336 0.3436
H: 2.2028 1.8998 0.6935
H: 3.2288 -0.2206 0.1074
H: 2.1263 -2.0072 -0.3230
H: -0.6707 -0.1147 1.3218
H: -3.5354 0.6679 -0.1922



Record 4
ORCA calculation (wB97M-V/def2-TZVPD) on C3H6N4O in the gas phase.

## Properties
**SMILES**: [H]/N=C/NC(=O)NN=C
**HOMO energy**: -9.23 eV
**E_LUMO**: 0.76 eV
**Strongest force on any atom**: 3.48 eV/Å
**ΔE to the lowest compared entry with this formula, charge and spin**: 247.47 kJ/mol
**HOMO-LUMO gap**: 10.00 eV

CARTESIAN COORDINATES (ANGSTROEM)
H: 1.9035 -2.1321 -1.1771
N: 1.8720 -1.1508 -0.9354
C: 1.6541 -0.8739 0.3107
N: 1.3853 0.4358 0.6520
C: 0.5247 1.4393 -0.0052
O: 0.9260 2.5300 -0.3091
N: -0.6542 0.9038 -0.3931
N: -1.1947 -0.2871 0.1996
C: -2.4133 -0.4412 0.0154
H: 1.7816 -1.4626 1.1905
H: 1.4031 0.7232 1.6679
H: -1.3151 1.4652 -0.8541
H: -3.0132 0.2675 -0.5419
H: -2.8598 -1.4172 0.1797



Record 5
ORCA calculation (wB97M-V/def2-TZVPD) on C3H6N4O in the gas phase.

## Properties
**SMILES**: N#CCNNC(N)=O
**HOMO energy**: -10.18 eV
**E_LUMO**: 0.42 eV
**Strongest force on any atom**: 4.76 eV/Å
**ΔE to the lowest compared entry with this formula, charge and spin**: 200.66 kJ/mol
**HOMO-LUMO gap**: 10.60 eV

CARTESIAN COORDINATES (ANGSTROEM)
N: 0.7926 -1.6764 -1.7033
C: 0.3278 -0.6075 -1.9470
C: -0.3814 0.7029 -1.8734
N: -0.2072 1.2059 -0.5417
N: -0.9168 0.6858 0.6183
C: -0.1253 -0.1765 1.4456
N: 1.2418 0.2279 1.5100
O: -0.6524 -0.9605 2.1518
H: 0.1975 1.4642 -2.5559
H: -1.4947 0.6808 -2.1432
H: -0.5091 2.1747 -0.7005
H: -1.7599 0.2294 0.3056
H: 1.7275 0.9108 0.8861
H: 1.7580 -0.3916 2.0603



Record 6
ORCA calculation (wB97M-V/def2-TZVPD) on C3H6N4O in the gas phase.

## Properties
**SMILES**: CNn1[nH]ncc1=O
**HOMO energy**: -9.19 eV
**E_LUMO**: 0.16 eV
**Strongest force on any atom**: 3.83 eV/Å
**ΔE to the lowest compared entry with this formula, charge and spin**: 393.25 kJ/mol
**HOMO-LUMO gap**: 9.35 eV

CARTESIAN COORDINATES (ANGSTROEM)
C: 2.1276 -0.1821 0.7230
N: 1.3961 -0.7465 -0.4177
N: 0.0518 -0.4930 -0.5522
N: -0.8701 -1.3651 0.0735
N: -1.9459 -0.5547 0.3950
C: -1.6781 0.7393 0.1632
C: -0.2960 0.8306 -0.2058
O: 0.4005 1.8574 -0.2357
H: 2.0053 0.9324 0.6755
H: 3.1782 -0.3947 0.3549
H: 1.8860 -0.5092 1.7546
H: 1.9752 -0.6972 -1.2664
H: -1.2021 -1.9705 -0.7304
H: -2.3907 1.5682 0.5243



Record 7
ORCA calculation (wB97M-V/def2-TZVPD) on C3H6N4O in the gas phase.

## Properties
**SMILES**: Nc1[nH]c(=O)[nH]c1N
**HOMO energy**: -7.81 eV
**E_LUMO**: 0.30 eV
**Strongest force on any atom**: 6.56 eV/Å
**ΔE to the lowest compared entry with this formula, charge and spin**: 243.52 kJ/mol
**HOMO-LUMO gap**: 8.11 eV

CARTESIAN COORDINATES (ANGSTROEM)
N: -2.2189 -0.9160 0.0649
C: -0.9316 -0.3948 -0.0007
N: -0.3807 0.1381 1.1197
C: 0.8904 0.6834 1.0232
O: 1.6549 1.1437 1.8130
N: 1.0719 0.5433 -0.3136
C: 0.0248 -0.1962 -0.9585
N: 0.3576 -0.6001 -2.3580
H: -3.0701 -0.5822 -0.6427
H: -2.4647 -2.0164 0.0237
H: -0.8979 0.2630 1.9439
H: 2.0705 0.3891 -0.8425
H: -0.5868 -0.2640 -2.8883
H: -0.0018 -1.6514 -2.0732



Record 8
ORCA calculation (wB97M-V/def2-TZVPD) on C3H6N4O as an isolated structure.

## Properties
**HOMO energy**: -9.11 eV
**E_LUMO**: 0.01 eV
**Strongest force on any atom**: 7.89 eV/Å
**ΔE to the lowest compared entry with this formula, charge and spin**: 803.08 kJ/mol
**HOMO-LUMO gap**: 9.13 eV

CARTESIAN COORDINATES (ANGSTROEM)
C: 0.5457 -0.7809 -2.1516
C: -1.3839 1.1813 -0.1710
C: 0.6053 -0.0170 1.8439
H: 1.4852 0.1857 -2.3901
H: 0.4124 -1.9637 -2.6230
H: -2.0655 1.9632 0.2748
H: -0.4554 -1.2918 0.6922
H: 0.5177 0.9358 2.2934
H: 2.3941 0.1947 1.7020
N: -0.6907 -0.4399 -1.6389
N: -1.0472 0.8923 -1.3973
N: -0.5759 -0.5967 1.3367
N: 1.8055 -0.5191 1.2595
O: -1.5472 0.2562 0.9695



Record 9
ORCA calculation (wB97M-V/def2-TZVPD) on C3H6N4O in the gas phase.

## Properties
**HOMO energy (alpha / beta)**: -7.25 / -7.57 eV
**E_LUMO (alpha / beta)**: -0.22 / 0.22 eV
**Strongest force on any atom**: 3.92 eV/Å
**ΔE to the lowest compared entry with this formula, charge and spin**: 799.45 kJ/mol
**HOMO-LUMO gap (alpha / beta)**: 7.03 / 7.79 eV

CARTESIAN COORDINATES (ANGSTROEM)
C: -0.5866 -0.8028 0.5627
C: 0.1483 -1.6029 -0.3982
C: -0.2497 2.7297 0.3877
N: 0.7427 0.1732 -1.8654
N: -1.0422 1.5889 0.6219
N: -0.4770 0.5087 0.3474
N: 0.3271 -2.9421 -0.3713
O: 0.7642 -1.0316 -1.4930
H: -0.9638 -1.0525 1.5096
H: 0.8158 2.3413 0.1777
H: -0.6046 3.2364 -0.5048
H: -0.3431 3.3821 1.2437
H: 1.2091 -3.2886 -0.7943
H: 0.2597 -3.2399 0.5763



Record 10
ORCA calculation (wB97M-V/def2-TZVPD) on C3H6N4O in the gas phase.

## Properties
**SMILES**: [H]/N=c1/ncn(NC)o1
**HOMO energy**: -9.15 eV
**E_LUMO**: 0.35 eV
**Strongest force on any atom**: 4.56 eV/Å
**ΔE to the lowest compared entry with this formula, charge and spin**: 391.00 kJ/mol
**HOMO-LUMO gap**: 9.50 eV

CARTESIAN COORDINATES (ANGSTROEM)
H: -3.1119 -1.5464 -0.3350
N: -2.9877 -0.6861 0.1775
C: -1.9118 -0.0441 -0.0922
N: -1.5907 1.1939 0.2760
C: -0.4061 1.4108 -0.1935
N: 0.1742 0.4478 -0.9577
N: 1.3360 -0.2061 -0.6377
C: 1.7059 -0.5243 0.7015
O: -0.9285 -0.5698 -0.9267
H: 0.1831 2.2562 0.1591
H: 2.1211 0.0471 -1.1971
H: 2.4627 -1.2668 0.6396
H: 2.0800 0.3608 1.1438
H: 0.8737 -0.8730 1.2422



Record 11
ORCA calculation (wB97M-V/def2-TZVPD) on C3H6N4O in the gas phase.

## Properties
**SMILES**: [H]/N=c1/[nH]c(N)cn1O
**HOMO energy**: -7.99 eV
**E_LUMO**: 0.79 eV
**Strongest force on any atom**: 6.13 eV/Å
**ΔE to the lowest compared entry with this formula, charge and spin**: 466.70 kJ/mol
**HOMO-LUMO gap**: 8.78 eV

CARTESIAN COORDINATES (ANGSTROEM)
H: -0.1884 -1.2181 -2.7572
N: 0.0759 -1.3703 -1.7675
C: 0.2978 -0.3711 -0.9587
N: 1.0632 -0.7237 0.1919
C: 0.2198 -0.2437 1.2848
N: 0.8750 -0.3272 2.4758
C: -0.4809 0.7312 0.7507
N: -0.4010 0.9040 -0.6542
O: -1.3531 1.3737 -1.4761
H: 1.1728 -1.7044 0.2380
H: 0.8873 -1.1691 3.1040
H: 0.4636 0.5362 3.0950
H: -0.9008 1.6089 1.3679
H: -2.1211 0.8785 -1.4224



Record 12
ORCA calculation (wB97M-V/def2-TZVPD) on C3H6N4O2 in the gas phase.

## Properties
**HOMO energy**: -9.01 eV
**E_LUMO**: 0.20 eV
**Strongest force on any atom**: 3.46 eV/Å
**ΔE to the lowest compared entry with this formula, charge and spin**: 576.27 kJ/mol
**HOMO-LUMO gap**: 9.21 eV

CARTESIAN COORDINATES (ANGSTROEM)
C: -1.0760 0.9683 0.1402
C: 0.3367 1.4786 -0.2299
C: -0.4613 -1.1036 -0.4863
N: -1.3243 -0.2531 0.1308
N: 1.0320 0.3538 -0.5718
N: -0.0176 -2.1207 0.1858
N: 2.1566 0.0490 -0.0302
O: 2.8834 0.9886 0.3561
O: 2.5071 -1.1244 -0.0527
H: -1.7678 1.7837 0.3065
H: 0.2436 2.2187 -0.9814
H: 0.7596 2.0686 0.6775
H: -0.3088 -1.3037 -1.4915
H: 0.3090 -2.9076 -0.3533
H: -0.2181 -2.2763 1.2035



Record 13
ORCA calculation (wB97M-V/def2-TZVPD) on a 2-piece molecular cluster, C3H6N4O2 overall.

## Properties
**HOMO energy**: -8.45 eV
**E_LUMO**: -1.12 eV
**Strongest force on any atom**: 5.32 eV/Å
**ΔE to the lowest compared entry with this formula, charge and spin**: 753.68 kJ/mol
**HOMO-LUMO gap**: 7.33 eV

CARTESIAN COORDINATES (ANGSTROEM)
C: -1.6147 -0.9754 -0.1812
C: 0.4504 0.5956 -0.0992
C: 2.7601 -0.4052 0.1512
H: -4.1822 0.5880 1.1276
H: -1.9625 -1.9268 -0.3051
H: 0.4012 -1.6085 -0.4895
H: 0.3918 2.4697 -0.5441
H: 2.2054 1.5916 0.6172
H: 3.8097 0.1078 0.3449
N: -2.5556 -0.1239 0.1364
N: -0.1949 -0.6743 -0.0716
N: -0.1002 1.6602 -0.4564
N: 1.8912 0.6865 0.1020
O: -3.8868 -0.4051 -0.1136
O: 2.5873 -1.5802 -0.2187



Record 14
ORCA calculation (wB97M-V/def2-TZVPD) on C3H6N4S in the gas phase.

## Properties
**SMILES**: C=N/N=C/NC(N)=S
**HOMO energy**: -8.40 eV
**E_LUMO**: 0.39 eV
**Strongest force on any atom**: 4.05 eV/Å
**ΔE to the lowest compared entry with this formula, charge and spin**: 207.23 kJ/mol
**HOMO-LUMO gap**: 8.79 eV

CARTESIAN COORDINATES (ANGSTROEM)
C: -3.0914 2.3787 0.2566
N: -1.9120 2.4005 -0.0979
N: -1.0825 1.2458 0.3734
C: 0.0275 1.2128 -0.2676
N: 0.9069 0.1184 -0.3284
C: 0.8681 -1.2006 0.1169
N: -0.1962 -1.6109 0.7604
S: 2.2261 -2.0753 -0.4105
H: -3.4533 1.5484 0.9776
H: -3.6717 3.2635 -0.0295
H: 0.1955 1.9724 -1.0472
H: 1.8462 0.3462 -0.7620
H: -0.8633 -0.7671 0.9581
H: -0.5112 -2.5806 0.8818



Record 15
ORCA calculation (wB97M-V/def2-TZVPD) on C3H6N5O2 as an isolated structure.

## Properties
**HOMO energy**: -14.30 eV
**E_LUMO**: -7.49 eV
**Strongest force on any atom**: 5.99 eV/Å
**ΔE to the lowest compared entry with this formula, charge and spin**: 615.26 kJ/mol
**Total charge**: +1
**HOMO-LUMO gap**: 6.81 eV

CARTESIAN COORDINATES (ANGSTROEM)
C: 3.1731 0.6275 0.0127
C: 2.7583 -0.6882 -0.1970
C: -1.7367 -0.1715 0.3235
N: 1.7919 0.2996 0.0312
N: -2.4288 -1.2490 0.4703
N: -2.0972 1.0256 0.3857
N: 0.4937 0.5688 0.1766
N: -0.3415 -0.4222 0.2179
O: 3.8615 1.5482 0.0559
O: 2.9614 -1.8396 -0.2508
H: -3.3848 -1.2256 0.3464
H: -1.9534 -2.2060 0.5264
H: -3.0567 1.2685 0.3624
H: 0.0760 1.6851 -0.8382
H: -0.1293 2.1513 -1.4922
H: 0.0125 -1.3725 -0.1310



Record 16
ORCA calculation (wB97M-V/def2-TZVPD) on an isolated ion of composition C3H6NO and charge +1.

## Properties
**HOMO energy (alpha / beta)**: -12.76 / -12.76 eV
**E_LUMO (alpha / beta)**: -4.90 / -4.90 eV
**Strongest force on any atom**: 5.43 eV/Å
**ΔE to the lowest compared entry with this formula, charge and spin**: 425.87 kJ/mol
**Total charge**: +1
**HOMO-LUMO gap (alpha / beta)**: 7.86 / 7.86 eV

CARTESIAN COORDINATES (ANGSTROEM)
C: -0.3435 1.1214 0.1744
C: 0.9429 1.2875 0.9233
C: 0.1896 -0.2207 -0.4881
N: -0.3760 -1.5840 -0.5630
O: 1.3793 0.1042 0.5148
H: -1.3521 1.2127 0.7072
H: -0.5396 1.8617 -0.7207
H: 1.5913 1.9436 1.4715
H: 0.4323 -2.3007 -0.6955
H: -0.8537 -1.4914 -1.4820
H: -1.0703 -1.9342 0.1582



Record 17
ORCA calculation (wB97M-V/def2-TZVPD) on an isolated ion of composition C3H6NO and charge +1.

## Properties
**SMILES**: [NH3+][C@@]12C[C@@H]1O2
**HOMO energy**: -14.49 eV
**E_LUMO**: -4.29 eV
**Strongest force on any atom**: 4.49 eV/Å
**ΔE to the lowest compared entry with this formula, charge and spin**: 350.22 kJ/mol
**Total charge**: +1
**HOMO-LUMO gap**: 10.19 eV

CARTESIAN COORDINATES (ANGSTROEM)
N: 1.1138 -0.5375 0.4985
C: -0.2193 -0.1355 0.3937
C: -1.2091 1.0793 -0.1111
C: -1.3313 -0.3820 -0.3888
O: -1.2872 -0.8804 0.9716
H: 1.7210 -0.2242 1.3106
H: 1.6109 -0.2642 -0.4174
H: 1.2539 -1.4999 0.5142
H: -0.6529 1.5384 -0.9179
H: -1.7843 1.7321 0.5794
H: -1.6249 -1.1672 -1.1567



Record 18
ORCA calculation (wB97M-V/def2-TZVPD) on a 2-piece molecular cluster, C3H6NO overall.

## Properties
**HOMO energy (alpha / beta)**: -12.70 / -13.30 eV
**E_LUMO (alpha / beta)**: -5.43 / -4.91 eV
**Strongest force on any atom**: 5.77 eV/Å
**ΔE to the lowest compared entry with this formula, charge and spin**: 460.14 kJ/mol
**Total charge**: +1
**HOMO-LUMO gap (alpha / beta)**: 7.28 / 8.39 eV

CARTESIAN COORDINATES (ANGSTROEM)
C: -1.7026 0.3209 -2.0041
C: 1.2992 0.3004 0.6239
C: 0.2845 -0.3508 -0.1355
N: 0.0774 -0.1807 1.2651
O: -2.1314 -0.6318 -2.4123
H: -1.9050 1.4170 -1.9977
H: 2.1892 -0.3771 0.9048
H: 1.6344 1.3736 0.7237
H: 0.6820 -1.2468 -0.5038
H: 0.0634 -1.0867 1.8581
H: -0.4912 0.4621 1.6779



Record 19
ORCA calculation (wB97M-V/def2-TZVPD) on an isolated ion of composition C3H6NO2 and charge -1.

## Properties
**SMILES**: O=CNCC[O-]
**HOMO energy**: -2.60 eV
**E_LUMO**: 4.03 eV
**Strongest force on any atom**: 3.34 eV/Å
**ΔE to the lowest compared entry with this formula, charge and spin**: 269.22 kJ/mol
**Total charge**: -1
**HOMO-LUMO gap**: 6.63 eV

CARTESIAN COORDINATES (ANGSTROEM)
O: -0.5107 -1.7863 2.2922
C: -0.1062 -1.1897 1.2511
N: 0.2056 0.0936 0.9300
C: 0.7674 0.4576 -0.3975
C: -0.1707 1.2173 -1.3226
O: -0.1588 0.9701 -2.6138
H: -0.1243 -1.7275 0.3301
H: -0.3806 0.8481 1.3915
H: 1.7191 1.0348 -0.0620
H: 1.1809 -0.4366 -0.9176
H: -1.2508 0.9566 -0.8921
H: -0.1702 2.2875 -0.9730



Record 20
ORCA calculation (wB97M-V/def2-TZVPD) on an isolated ion of composition C3H6NO2 and charge -1.

## Properties
**SMILES**: CCNC(=O)[O-]
**HOMO energy**: -3.90 eV
**E_LUMO**: 4.10 eV
**Strongest force on any atom**: 5.40 eV/Å
**ΔE to the lowest compared entry with this formula, charge and spin**: 69.56 kJ/mol
**Total charge**: -1
**HOMO-LUMO gap**: 8.00 eV

CARTESIAN COORDINATES (ANGSTROEM)
C: -0.1857 1.2724 -1.0552
C: -0.4926 0.4050 0.2712
N: 0.5688 -0.3779 0.7344
C: 0.4627 -1.8559 0.9284
O: -0.6559 -2.2042 0.7716
O: 1.5343 -2.4090 1.1518
H: -1.1278 1.8635 -1.2722
H: 0.0981 0.5773 -1.9024
H: 0.5457 2.0733 -0.9624
H: -1.2472 -0.3720 -0.0245
H: -0.9537 1.0297 0.9536
H: 1.4532 -0.0021 0.4057